Entry from the OMol25 dataset: one molecule with the formula H5N2OP at a distorted geometry (wB97M-V/def2-TZVPD).

XYZ file:
```
9
Properties=species:S:1:pos:R:3:forces:R:3
N 2.002 0.141 0.093 -0.820 -0.584 -1.635
O 0.608 0.165 -0.390 1.825 1.329 0.719
P -0.635 -0.848 -0.024 -0.468 0.848 1.813
N -1.800 0.422 0.081 1.158 -0.458 -1.408
H 2.231 -0.792 -0.193 0.833 -0.390 0.093
H 2.196 0.225 1.081 -1.232 0.031 0.557
H -0.749 -1.183 -1.339 -0.520 -0.307 -1.264
H -2.421 0.534 0.820 -0.990 -0.488 1.647
H -1.431 1.336 -0.129 0.213 0.020 -0.522
```
Forces are in eV/Å.

Results
energy above the lowest of the compared OMol25 structures with the same formula, charge and spin = 358.1 kJ/mol
gap between HOMO and LUMO = 10.031 eV
E_LUMO = 1.12 eV
M = 80.027 g/mol

***

Entry from the OMol25 dataset: C36H50AsBF4N2RuS as an isolated structure at a distorted geometry (wB97M-V/def2-TZVPD).

XYZ file:
```
96
Properties=species:S:1:pos:R:3:forces:R:3
Ru 0.060 -0.095 0.076 1.731 0.345 -1.278
C -0.204 2.100 0.089 0.080 0.176 0.006
C -1.435 1.474 0.457 -0.775 -0.021 -0.103
C -1.885 0.745 -0.729 0.135 -1.001 0.818
C -0.887 0.962 -1.725 -0.431 0.101 -0.002
C 0.068 1.916 -1.280 0.738 -0.574 0.369
C 1.154 2.647 -2.042 0.111 -0.008 0.032
C 0.879 2.685 -3.554 -0.178 0.129 0.126
C 2.512 1.985 -1.745 -0.010 0.162 0.012
C 1.176 4.101 -1.534 0.007 0.010 0.023
C -3.049 -0.241 -0.981 0.061 0.100 0.028
C -3.206 -0.453 -2.495 -0.003 0.096 -0.023
C -2.725 -1.609 -0.360 -0.176 0.000 0.013
C -4.397 0.243 -0.440 -0.042 0.115 -0.152
C -2.178 1.981 1.703 -0.081 -0.248 0.033
C -2.839 0.892 2.571 -0.096 0.018 -0.095
C -3.230 2.975 1.161 0.043 0.027 -0.080
C -1.247 2.791 2.617 0.073 0.044 -0.017
H 0.324 2.792 0.723 0.133 -0.159 0.062
H -0.983 0.629 -2.742 -0.018 -0.116 0.085
H 1.063 1.744 -4.058 0.068 0.006 -0.071
H 1.541 3.419 -4.013 -0.021 -0.011 0.020
H -0.150 2.992 -3.765 0.066 0.025 0.009
H 2.480 0.907 -1.903 0.028 -0.016 -0.078
H 2.820 2.170 -0.712 -0.023 -0.044 -0.053
H 3.277 2.405 -2.401 -0.017 -0.005 0.056
H 0.200 4.580 -1.651 0.062 -0.020 -0.018
H 1.900 4.670 -2.119 -0.021 -0.014 0.045
H 1.475 4.170 -0.486 -0.006 0.002 -0.071
H -2.374 -1.021 -2.921 -0.027 0.022 0.014
H -3.302 0.493 -3.034 -0.026 -0.055 0.016
H -4.114 -1.026 -2.676 0.024 -0.022 -0.016
H -1.776 -2.004 -0.715 0.046 -0.019 -0.021
H -3.496 -2.323 -0.657 -0.012 0.058 0.049
H -2.706 -1.586 0.730 0.034 0.002 0.017
H -4.724 1.154 -0.945 0.001 -0.034 0.021
H -4.395 0.417 0.631 -0.010 -0.029 -0.028
H -5.140 -0.529 -0.643 -0.002 0.024 -0.009
H -3.054 -0.029 2.032 -0.013 0.037 0.022
H -3.781 1.265 2.977 0.023 -0.001 -0.011
H -2.204 0.642 3.417 -0.068 0.041 0.031
H -4.053 2.483 0.653 0.027 0.021 0.027
H -2.774 3.687 0.466 -0.015 -0.005 0.071
H -3.636 3.542 2.000 0.002 -0.021 -0.025
H -0.345 2.242 2.893 -0.066 0.046 0.056
H -1.788 3.016 3.537 0.007 0.019 -0.021
H -0.960 3.748 2.174 -0.005 -0.045 0.010
S 2.411 -0.278 6.151 0.075 0.139 0.096
C 1.592 -0.081 4.608 0.027 0.054 -0.088
C 2.261 0.603 3.583 0.070 -0.104 0.129
C 1.701 0.668 2.337 -0.435 -0.205 -0.010
N 0.530 0.051 2.046 -0.304 0.340 0.730
C -0.131 -0.591 3.035 0.219 0.225 -0.482
C 0.353 -0.648 4.314 0.034 0.067 0.233
C 1.174 0.358 7.275 -0.091 -0.141 -0.110
C 1.359 1.621 7.810 -0.004 0.070 0.031
C 0.395 2.104 8.688 -0.297 -0.160 0.133
N -0.700 1.421 9.038 0.369 -0.119 -0.340
C -0.845 0.198 8.520 -0.045 0.245 0.173
C 0.063 -0.383 7.645 0.004 -0.077 0.086
H 3.212 1.082 3.772 -0.043 -0.001 0.000
H 2.182 1.204 1.533 0.046 -0.004 -0.077
H -1.038 -1.102 2.758 0.000 -0.048 -0.051
H -0.209 -1.188 5.061 0.022 -0.014 0.004
H 2.234 2.209 7.564 -0.056 0.007 0.004
H 0.507 3.087 9.130 -0.003 -0.014 0.001
H -1.726 -0.351 8.834 0.023 0.016 -0.006
H -0.081 -1.400 7.303 0.005 0.042 0.031
C 0.224 -3.308 -2.117 -0.063 -0.160 0.371
As 1.067 -1.594 -1.895 -0.925 0.442 -0.882
C 2.957 -1.972 -1.951 0.109 0.101 0.351
C 0.687 -0.881 -3.675 0.406 -0.368 -0.179
C 1.744 -1.251 -4.684 -0.423 0.053 0.038
C 2.852 -0.437 -4.871 0.204 0.220 -0.103
C 3.798 -0.742 -5.841 -0.009 0.093 0.166
C 3.644 -1.877 -6.624 0.113 -0.028 -0.056
C 2.547 -2.701 -6.438 -0.157 -0.095 0.165
C 1.605 -2.393 -5.462 -0.018 -0.193 -0.206
H 0.817 -3.804 -2.887 -0.043 -0.012 -0.035
H -0.803 -3.177 -2.451 0.040 0.024 -0.046
H 0.251 -3.892 -1.204 0.022 -0.058 0.006
H 3.131 -2.357 -2.953 0.011 0.025 -0.022
H 3.164 -2.723 -1.201 0.068 -0.049 0.004
H 3.558 -1.086 -1.765 -0.015 0.014 -0.064
H 0.596 0.182 -3.574 0.073 0.139 -0.177
H -0.285 -1.304 -3.929 -0.031 0.074 -0.103
H 2.976 0.453 -4.260 0.023 -0.024 -0.076
H 4.652 -0.093 -5.991 -0.036 -0.025 0.030
H 4.385 -2.122 -7.376 -0.055 0.038 0.005
H 2.419 -3.581 -7.054 -0.001 0.011 0.038
H 0.742 -3.038 -5.324 0.009 0.037 -0.072
F 0.103 -2.273 0.714 -0.291 0.238 0.228
B 1.525 -2.478 1.073 0.203 -0.585 0.162
F 1.697 -2.524 2.412 0.004 0.092 -0.299
F 2.075 -1.231 0.495 0.012 0.138 0.195
F 2.004 -3.562 0.392 -0.205 0.381 0.175
```
Forces are in eV/Å.

Results
total charge = +2
gap between HOMO and LUMO = 5.987 eV
E_LUMO = -7.87 eV
M = 805.673 g/mol

***

Entry from the OMol25 dataset: a 5-piece molecular cluster, C35H30INO20 overall at a distorted geometry (wB97M-V/def2-TZVPD).

XYZ file:
```
87
Properties=species:S:1:pos:R:3:forces:R:3
C 5.275 1.045 -1.168 0.236 0.250 0.148
C 3.766 1.171 -1.045 0.344 0.155 -0.155
I 3.218 3.098 -1.868 -0.198 -0.127 0.102
C 3.013 0.106 -1.830 0.581 -0.085 -0.047
N 2.848 -1.189 -1.140 -0.253 0.645 -0.306
O 3.729 -1.345 -0.042 0.132 -0.507 -0.178
C 1.509 -1.477 -0.773 0.443 -0.167 0.193
O 1.026 -2.551 -0.930 -0.527 -0.987 -0.044
O 0.862 -0.454 -0.213 0.165 0.301 -0.091
C -0.504 -0.726 0.090 -0.955 0.657 0.304
O -1.102 0.490 0.434 -0.156 -0.311 -0.057
C -1.889 1.040 -0.577 0.437 -0.028 0.077
C -3.254 1.125 -0.388 -0.326 0.107 -0.095
C -4.055 1.667 -1.386 0.102 0.210 -0.185
C -3.483 2.102 -2.571 0.531 0.033 -0.053
C -2.105 2.019 -2.744 0.017 -0.097 0.151
C -1.295 1.500 -1.744 -0.394 -0.066 0.031
H 5.575 0.798 -2.183 -0.019 -0.122 -0.141
H 5.660 0.308 -0.471 -0.060 -0.321 -0.030
H 5.764 1.982 -0.923 0.042 0.149 0.104
H 3.509 1.176 0.006 -0.388 0.251 0.060
H 3.601 -0.092 -2.724 0.032 -0.026 -0.175
H 2.051 0.463 -2.180 -0.265 -0.102 0.190
H 3.264 -1.185 0.791 -0.073 0.275 -0.015
H -0.587 -1.401 0.935 0.314 -0.056 0.237
H -1.025 -1.165 -0.755 0.243 -0.138 -0.315
H -3.707 0.785 0.530 0.129 -0.077 0.228
H -5.122 1.744 -1.249 0.095 0.006 0.052
H -4.069 2.525 -3.370 -0.267 0.012 -0.001
H -1.644 2.357 -3.660 -0.011 0.088 -0.120
H -0.226 1.444 -1.854 0.218 0.034 -0.033
O -10.409 -3.241 -0.061 -0.186 0.075 -0.130
C -9.542 -2.424 -0.303 0.386 -0.065 0.165
C -8.213 -2.448 0.282 -0.245 -0.262 0.179
C -7.331 -1.495 -0.032 0.083 -0.280 0.226
O -6.102 -1.458 0.473 0.029 0.171 -0.091
C -7.661 -0.385 -0.986 -0.240 0.071 -0.227
O -6.788 0.438 -1.197 -0.192 -0.089 0.048
C -8.977 -0.368 -1.596 0.131 0.115 -0.008
C -9.867 -1.322 -1.280 0.012 0.254 -0.193
O -11.087 -1.371 -1.795 0.019 -0.127 0.112
H -7.971 -3.246 0.969 0.026 -0.023 -0.037
H -5.675 -0.672 0.081 0.032 0.018 -0.050
H -9.200 0.426 -2.295 -0.037 -0.008 0.000
H -11.516 -2.153 -1.398 -0.020 -0.027 0.017
O -0.584 -4.859 1.851 0.040 0.035 -0.169
C -1.797 -4.783 1.789 -0.081 -0.004 0.391
C -2.666 -4.727 2.952 0.146 0.001 -0.013
C -3.993 -4.655 2.788 0.179 -0.001 0.256
O -4.847 -4.596 3.802 -0.098 -0.005 -0.139
C -4.624 -4.637 1.422 0.150 0.066 -0.509
O -5.838 -4.580 1.354 -0.138 -0.031 0.282
C -3.756 -4.674 0.260 -0.214 0.024 0.040
C -2.427 -4.740 0.423 -0.080 -0.001 -0.346
O -1.577 -4.771 -0.594 0.011 -0.026 0.243
H -2.202 -4.742 3.929 -0.023 -0.009 0.015
H -5.737 -4.553 3.404 -0.032 -0.003 -0.010
H -4.219 -4.642 -0.716 0.021 -0.010 -0.012
H -0.683 -4.819 -0.204 0.113 0.083 -0.059
O 3.957 6.982 2.011 -0.020 0.134 0.168
C 3.087 7.332 1.236 0.025 -0.289 -0.312
C 2.799 6.660 -0.018 0.136 -0.021 0.105
C 1.830 7.128 -0.815 0.182 -0.250 -0.023
O 1.512 6.564 -1.975 -0.086 0.136 0.013
C 1.020 8.343 -0.454 -0.048 0.274 0.307
O 0.170 8.713 -1.243 0.002 -0.142 -0.156
C 1.293 9.003 0.811 -0.108 0.033 -0.118
C 2.260 8.533 1.609 -0.199 0.246 0.038
O 2.566 9.082 2.778 0.103 -0.128 -0.028
H 3.383 5.788 -0.275 0.007 -0.005 0.011
H 0.785 7.100 -2.345 -0.026 0.018 -0.015
H 0.696 9.866 1.068 0.016 0.008 0.018
H 3.298 8.549 3.143 0.033 -0.017 0.011
O 10.507 -4.390 0.987 0.142 0.080 0.175
C 9.463 -3.765 1.027 -0.280 -0.203 -0.339
C 8.328 -4.026 0.161 0.190 -0.080 0.021
C 7.224 -3.272 0.270 -0.037 -0.301 -0.294
O 6.146 -3.446 -0.482 0.065 0.187 0.188
C 7.125 -2.154 1.270 0.214 0.067 0.202
O 6.087 -1.520 1.274 -0.021 0.151 0.216
C 8.250 -1.904 2.151 -0.164 0.105 -0.004
C 9.351 -2.659 2.044 -0.069 0.231 0.186
O 10.420 -2.496 2.812 0.030 -0.120 -0.105
H 8.413 -4.831 -0.554 -0.019 0.008 -0.013
H 5.491 -2.769 -0.205 -0.091 0.006 -0.053
H 8.159 -1.106 2.875 0.033 -0.001 0.007
H 11.066 -3.168 2.521 0.026 -0.026 -0.021
```
Forces are in eV/Å.

Results
gap between HOMO and LUMO = 7.812 eV
E_LUMO = -1.60 eV
M = 911.516 g/mol

***

Entry from the OMol25 dataset: one molecule with the formula C3H7NOS at a distorted geometry (wB97M-V/def2-TZVPD).

XYZ file:
```
13
Properties=species:S:1:pos:R:3:forces:R:3
C -2.256 0.637 -0.993 3.503 -0.838 1.107
C -1.056 0.884 -0.398 -0.842 -2.185 0.988
C -0.383 -0.063 0.560 0.924 -0.683 0.239
N 2.473 -0.584 -0.176 0.101 0.520 1.023
O 1.410 -1.351 2.107 -0.003 -2.344 1.825
S 1.634 -0.160 1.379 -1.380 1.347 -5.958
H -2.586 1.439 -1.595 -1.213 0.298 -0.655
H -0.509 1.752 -0.232 0.050 2.516 -0.958
H -2.583 -0.429 -0.958 -0.302 1.280 -0.300
H -0.794 0.145 1.530 -0.382 -0.306 0.645
H -0.510 -1.104 0.248 0.281 -0.041 0.506
H 2.338 -1.408 -0.799 -0.487 0.945 1.151
H 2.821 0.242 -0.672 -0.250 -0.508 0.387
```
Forces are in eV/Å.

Results
energy above the lowest of the compared OMol25 structures with the same formula, charge and spin = 401.5 kJ/mol
gap between HOMO and LUMO = 9.336 eV
E_LUMO = 0.69 eV
M = 105.162 g/mol

***

Entry from the OMol25 dataset: one molecule with the formula CH4BrP at a distorted geometry (wB97M-V/def2-TZVPD).

XYZ file:
```
7
Properties=species:S:1:pos:R:3:forces:R:3
C 0.966 -0.719 -0.058 -1.149 1.787 -0.647
P -0.236 0.466 -0.056 0.346 -0.371 0.137
Br -2.477 -0.085 0.008 0.038 0.088 -0.125
H 1.183 -1.266 -0.953 0.080 -0.182 -0.196
H 1.205 -1.124 0.906 0.037 -0.073 0.250
H -0.422 1.569 -0.987 0.569 -1.270 0.301
H -0.220 1.160 1.139 0.078 0.022 0.280
```
Forces are in eV/Å.

Results
energy above the lowest of the compared OMol25 structures with the same formula, charge and spin = 163.1 kJ/mol
gap between HOMO and LUMO = 8.823 eV
E_LUMO = 0.38 eV
M = 126.921 g/mol

***

Entry from the OMol25 dataset: C24H32N5O4PtS2Si as an isolated structure at a distorted geometry (wB97M-V/def2-TZVPD).

XYZ file:
```
69
Properties=species:S:1:pos:R:3:forces:R:3
Pt -1.041 0.415 0.443 0.320 0.536 0.029
C -1.916 -0.135 4.072 0.029 -0.024 -0.088
C -0.480 0.093 3.702 -0.048 0.014 -0.017
C 0.532 -0.070 4.631 0.044 -0.002 0.215
C 1.857 0.154 4.244 -0.085 0.120 -0.257
C 2.135 0.554 2.962 0.121 -0.030 0.303
C 1.067 0.716 2.049 0.172 0.162 -0.311
N -0.212 0.471 2.452 0.296 -0.042 0.198
N 1.159 1.064 0.768 -0.408 -0.357 0.209
Si 2.371 2.039 0.042 0.389 0.350 -0.390
C 2.737 3.572 1.091 -0.209 -0.180 -0.052
C 4.055 1.164 -0.199 -0.252 -0.001 0.155
C 1.768 2.455 -1.693 0.113 0.037 0.129
H -2.098 0.183 5.099 0.010 -0.020 0.017
H -2.161 -1.196 3.985 -0.018 0.009 -0.051
H -2.561 0.419 3.397 -0.030 0.031 0.052
H 0.291 -0.356 5.648 -0.045 -0.008 -0.022
H 2.660 0.014 4.958 0.019 -0.006 -0.005
H 3.147 0.718 2.618 0.001 -0.020 0.024
H 3.204 3.317 2.046 0.026 -0.064 -0.014
H 1.797 4.093 1.286 0.033 -0.004 -0.019
H 3.398 4.266 0.564 0.031 -0.047 -0.057
H 4.528 0.869 0.742 -0.009 0.014 0.003
H 4.748 1.828 -0.727 -0.049 0.047 0.006
H 3.930 0.259 -0.795 -0.019 -0.091 -0.030
H 0.729 2.135 -1.772 0.004 0.094 0.029
H 2.362 1.968 -2.472 0.029 -0.076 0.035
H 1.773 3.533 -1.858 -0.012 -0.029 0.012
O 0.066 4.409 -0.350 0.002 -0.034 -0.025
S -1.186 4.662 0.349 -0.275 -0.009 0.089
O -1.012 5.175 1.704 0.109 0.014 -0.084
O -2.152 5.426 -0.439 0.065 -0.020 0.043
S -2.170 2.794 0.603 -0.051 -0.468 -0.089
C -2.614 -2.823 -0.812 -0.065 0.129 -0.021
C -2.208 -2.338 -2.168 0.114 0.259 0.336
C -2.358 -3.141 -3.281 -0.027 -0.104 -0.214
C -1.999 -2.718 -4.556 0.044 0.060 0.108
C -1.443 -1.452 -4.724 -0.042 -0.191 -0.082
C -1.255 -0.610 -3.651 0.035 0.331 0.212
C -0.612 0.735 -3.814 -0.082 -0.098 0.007
C -1.649 -1.019 -2.326 -0.339 -0.477 -0.928
N -1.526 -0.150 -1.344 0.456 0.067 0.481
H -2.707 -3.910 -0.806 -0.010 -0.013 -0.015
H -3.577 -2.394 -0.518 -0.011 0.008 0.006
H -1.876 -2.516 -0.066 0.076 -0.081 0.077
H -2.766 -4.138 -3.150 -0.008 0.018 0.050
H -2.138 -3.373 -5.408 0.008 -0.002 -0.003
H -1.143 -1.123 -5.713 0.014 0.042 0.019
H -0.502 0.990 -4.869 0.008 -0.006 -0.008
H 0.374 0.734 -3.347 -0.022 0.060 -0.028
H -1.193 1.510 -3.312 0.052 0.032 0.014
C -5.289 0.705 -0.247 -0.073 0.176 -0.005
C -4.175 0.267 0.569 0.070 -0.101 -0.038
N -3.249 -0.091 1.146 -0.435 -0.239 0.089
H -6.108 -0.011 -0.187 0.002 0.010 -0.001
H -4.951 0.793 -1.279 0.023 0.026 0.018
H -5.616 1.685 0.100 0.006 0.007 -0.049
O -0.237 -1.939 0.986 -0.156 0.057 -0.168
N 1.038 -2.261 0.687 0.283 0.142 0.156
C 1.807 -2.902 1.639 -0.089 -0.047 0.078
C 3.053 -3.368 1.347 -0.008 -0.029 -0.078
C 3.602 -3.219 0.050 0.057 -0.002 -0.057
C 2.794 -2.542 -0.900 0.092 -0.078 -0.005
C 1.560 -2.070 -0.578 -0.133 -0.065 -0.037
H 1.335 -2.994 2.606 -0.002 0.083 0.004
H 3.622 -3.851 2.134 -0.052 0.006 0.036
H 4.591 -3.574 -0.200 -0.002 0.010 0.024
H 3.163 -2.382 -1.907 -0.057 0.094 -0.009
H 0.926 -1.517 -1.253 -0.032 0.017 -0.006
```
Forces are in eV/Å.

Results
total charge = -2
energy above the lowest of the compared OMol25 structures with the same formula, charge and spin = 32.0 kJ/mol
gap between HOMO and LUMO (spin up / spin down) = 3.382 / 5.163 eV
E_LUMO (spin up / spin down) = 4.12 / 3.49 eV
M = 741.849 g/mol
spin multiplicity = 6

***

Question: The highest M belongs to which entry?
Answer: C35H30INO20